This record from the OMol25 dataset describes C34H41CuN4OP as an isolated structure. The level of theory is the ωB97M-V functional and the def2-TZVPD basis.

Summary:
- 2S+1: 2
- Lowest unoccupied orbital energy (spin up / spin down): 0.582 / -0.180 eV
- <S²>: 0.75
- Strongest force on any atom: 0.294 eV Å⁻¹
- Energy: -97861.9922 eV

Element x y z (Å)
1 C 2.967 0.015 -1.127
2 C 2.881 -3.648 3.265
3 H 4.318 1.950 -2.387
4 C 2.689 1.511 -1.047
5 C -0.886 -0.093 -1.565
6 C -1.080 1.438 -5.640
7 C 0.720 3.644 -0.811
8 C -2.138 -2.375 0.731
9 C 2.254 0.068 3.209
10 H -2.572 -0.547 -4.490
11 H -3.432 -6.212 0.602
12 H -2.366 -6.677 -0.725
13 O 3.011 0.447 4.101
14 C 3.022 -2.296 3.520
15 C -2.440 1.968 2.284
16 H 0.970 -3.627 -2.325
17 P 0.897 1.790 -0.678
18 H 4.042 -0.163 -1.180
19 H -2.450 -1.418 -2.226
20 N 1.271 -1.791 1.968
21 H 3.507 -4.372 3.768
22 H -4.085 3.029 3.154
23 H 1.500 3.961 -2.852
24 C -0.175 1.466 -3.288
25 C -2.756 -1.333 1.616
26 H 1.667 2.336 3.879
27 C -3.019 2.860 3.170
28 C -1.191 -2.014 -0.234
29 H -2.606 4.206 4.795
30 C -2.194 3.512 4.073
31 H 1.187 -2.035 -1.579
32 H -2.004 -0.772 2.173
33 N -1.136 1.715 2.250
34 C -2.414 -6.138 0.220
35 C -0.338 2.363 3.101
36 H 2.509 -0.407 -2.024
37 H -0.261 3.998 -2.712
38 Cu 0.350 0.052 1.069
39 H 0.701 5.344 -2.110
40 H 2.748 1.923 -3.180
41 N -0.763 -0.669 -0.326
42 H -3.042 1.437 1.558
43 H -1.761 -6.655 0.927
44 H -3.438 -1.790 2.330
45 C -0.110 1.018 -1.962
46 C -1.801 -0.602 -2.515
47 H 2.584 -0.529 -0.259
48 C -2.518 -3.705 0.865
49 H -0.595 5.242 -0.215
50 H -3.250 -3.962 1.622
51 H 0.373 -3.385 1.030
52 H -3.314 -0.612 1.016
53 H -1.405 3.686 -0.373
54 C -0.639 -3.016 -1.053
55 H 0.086 -2.220 -2.930
56 H 3.220 3.307 -2.179
57 H 3.738 -1.896 4.222
58 C 1.911 -4.055 2.366
59 C -1.861 -0.111 -3.797
60 H -0.156 3.755 4.719
61 H 1.636 3.992 -0.314
62 C -0.488 4.170 -0.036
63 H -0.401 4.019 1.030
64 N 1.384 0.784 2.507
65 C -0.834 3.262 4.037
66 H 1.746 -5.099 2.145
67 C 1.132 -3.096 1.738
68 C 2.193 -1.405 2.860
69 H -1.965 2.057 -5.805
70 H -0.206 2.048 -5.868
71 C -1.066 -4.330 -0.907
72 H 0.472 2.275 -3.600
73 C 0.460 -2.710 -2.029
74 C -2.002 -4.702 0.049
75 H 1.516 2.855 2.201
76 H 3.181 1.902 -0.146
77 H -1.114 0.624 -6.364
78 C 3.267 2.222 -2.268
79 H -0.629 -5.090 -1.546
80 C 1.143 2.131 2.942
81 C -1.023 0.920 -4.230
82 C 0.672 4.256 -2.211

Löwdin population analysis, charges in e, atoms 1 to 2: number 1, C, carries -0.119; number 2, C, carries -0.048